Record 1
{"formula": "C6H12O", "method": "the ωB97M-V functional and the def2-TZVPD basis", "symbols": ["C", "C", "C", "C", "C", "C", "O", "H", "H", "H", "H", "H", "H", "H", "H", "H", "H", "H", "H"], "positions_angstrom": [[0.680, 2.442, 0.642], [0.824, 1.083, 0.026], [-0.215, 0.094, 0.118], [-0.187, -1.127, -0.655], [-1.392, -2.008, -0.772], [0.231, -0.688, 1.418], [-0.496, -0.833, 2.374], [1.235, 3.193, 0.068], [-0.367, 2.761, 0.685], [1.081, 2.463, 1.665], [0.670, 0.749, -1.860], [1.845, 0.708, -0.066], [-1.215, 0.496, 0.291], [0.786, -1.596, -0.797], [0.362, 0.041, -2.107], [-1.282, -2.672, -1.635], [-2.308, -1.423, -0.902], [-1.527, -2.643, 0.115], [1.275, -1.042, 1.391]], "relative_energy_kcal_mol": 118.0, "orbital_gap_ha": [0.28781, 0.28462], "total_charge": 0, "total_energy_ha": -310.87123, "fmax_ev_per_a": 0.55}

=====

Record 2
{"formula": "C6H12O", "method": "the ωB97M-V functional and the def2-TZVPD basis", "symbols": ["C", "C", "C", "C", "C", "C", "O", "H", "H", "H", "H", "H", "H", "H", "H", "H", "H", "H", "H"], "positions_angstrom": [[1.563, 1.177, 0.089], [0.701, -0.085, 0.186], [1.450, -1.299, -0.365], [-0.617, 0.134, -0.534], [-1.758, -0.838, -0.379], [-1.857, 0.515, 0.237], [-1.819, 0.539, 1.635], [1.024, 2.060, 0.453], [2.488, 1.080, 0.668], [1.843, 1.367, -0.955], [0.470, -0.273, 1.244], [2.391, -1.459, 0.176], [1.693, -1.159, -1.426], [0.847, -2.209, -0.275], [-0.518, 0.589, -1.521], [-2.372, -1.064, -1.245], [-1.620, -1.661, 0.317], [-2.541, 1.237, -0.211], [-1.367, 1.349, 1.905]], "smiles": "CC(C)[C@H]1C[C@H]1O", "relative_energy_kcal_mol": 25.7, "orbital_gap_ha": 0.39080, "total_charge": 0, "total_energy_ha": -311.01836, "fmax_ev_per_a": 0.32}

=====

Record 3
{"formula": "C6H12O", "method": "the ωB97M-V functional and the def2-TZVPD basis", "symbols": ["C", "C", "C", "C", "C", "C", "O", "H", "H", "H", "H", "H", "H", "H", "H", "H", "H", "H", "H"], "positions_angstrom": [[2.540, -0.408, 0.174], [1.439, 0.383, -0.525], [0.164, 0.532, 0.309], [-1.063, 0.944, -0.527], [-2.197, 0.094, 0.053], [-1.442, -1.157, 0.495], [-0.179, -0.703, 0.944], [2.857, 0.073, 1.107], [2.181, -1.411, 0.422], [3.418, -0.504, -0.474], [1.795, 1.391, -0.785], [1.186, -0.113, -1.472], [0.347, 1.259, 1.115], [-1.261, 2.019, -0.481], [-0.898, 0.685, -1.580], [-2.985, -0.123, -0.674], [-2.654, 0.589, 0.918], [-1.924, -1.688, 1.322], [-1.323, -1.863, -0.342]], "smiles": "CC[C@H]1CCCO1", "relative_energy_kcal_mol": 10.0, "orbital_gap_ha": 0.38901, "total_charge": 0, "total_energy_ha": -311.04331, "fmax_ev_per_a": 0.29}

=====

Record 4
{"formula": "C6H12O", "method": "the ωB97M-V functional and the def2-TZVPD basis", "symbols": ["C", "C", "O", "C", "H", "H", "H", "H", "H", "H", "C", "C", "C", "H", "H", "H", "H", "H", "H"], "positions_angstrom": [[-1.022, -1.336, -1.694], [-1.329, -0.198, -1.071], [-0.675, 0.985, -1.118], [0.458, 1.030, -1.958], [-1.652, -2.203, -1.533], [-0.157, -1.458, -2.336], [-2.190, -0.115, -0.415], [0.176, 0.834, -3.001], [1.211, 0.295, -1.646], [0.870, 2.037, -1.871], [0.081, -1.303, 1.717], [-0.010, -0.030, 2.087], [1.035, 1.015, 1.829], [0.951, -1.679, 1.181], [-0.715, -2.016, 1.912], [-0.908, 0.307, 2.607], [1.422, 1.427, 2.769], [1.878, 0.598, 1.268], [0.614, 1.846, 1.252]], "smiles": "C=COC.C=CC", "relative_energy_kcal_mol": 50.2, "orbital_gap_ha": 0.36128, "total_charge": 0, "total_energy_ha": -310.97929, "fmax_ev_per_a": 0.25}

=====

What did the third record say?
{"formula": "C6H12O", "method": "the ωB97M-V functional and the def2-TZVPD basis", "symbols": ["C", "C", "C", "C", "C", "C", "O", "H", "H", "H", "H", "H", "H", "H", "H", "H", "H", "H", "H"], "positions_angstrom": [[2.540, -0.408, 0.174], [1.439, 0.383, -0.525], [0.164, 0.532, 0.309], [-1.063, 0.944, -0.527], [-2.197, 0.094, 0.053], [-1.442, -1.157, 0.495], [-0.179, -0.703, 0.944], [2.857, 0.073, 1.107], [2.181, -1.411, 0.422], [3.418, -0.504, -0.474], [1.795, 1.391, -0.785], [1.186, -0.113, -1.472], [0.347, 1.259, 1.115], [-1.261, 2.019, -0.481], [-0.898, 0.685, -1.580], [-2.985, -0.123, -0.674], [-2.654, 0.589, 0.918], [-1.924, -1.688, 1.322], [-1.323, -1.863, -0.342]], "smiles": "CC[C@H]1CCCO1", "relative_energy_kcal_mol": 10.0, "orbital_gap_ha": 0.38901, "total_charge": 0, "total_energy_ha": -311.04331, "fmax_ev_per_a": 0.29}